(1)
Molecular formula: C26H75F3N15O13S
Method: DFT, the ωB97M-V functional and the def2-TZVPD basis

Atoms and positions in Å:
H 11.56329 20.32037 -8.53537
H 13.35996 12.92554 -5.13556
H 14.16715 13.89080 -8.64042
H 12.18553 12.16638 -6.22968
N 19.63299 15.45511 -9.48052
O 17.22578 14.49656 -5.80818
H 13.85329 22.53446 -2.02048
O 12.50742 13.00427 -1.80571
N 20.76029 16.25874 -11.34667
H 21.38676 16.93243 -11.74375
N 22.01752 12.00335 -6.33952
H 16.00317 19.73378 -6.41029
N 15.14762 12.00399 -1.37501
O 19.61760 14.74371 -5.48369
H 14.21069 13.30541 0.08297
H 12.99618 14.75183 -9.67404
C 14.25207 11.88022 -6.81513
C 20.44037 16.41708 -10.01627
H 13.15197 20.12933 -5.83357
H 16.64778 16.13599 -8.58460
H 12.61190 19.07031 -9.22380
H 11.26210 14.53844 -2.39171
O 21.57768 11.03355 -8.36527
O 20.70529 17.45226 -9.42367
H 14.50645 21.14607 -1.15502
H 15.50759 15.30711 -0.68807
H 18.77190 10.98613 -6.13433
O 12.99655 16.94188 -5.86385
O 12.85942 10.11525 -7.60508
N 12.21324 19.72813 -5.92763
H 15.83270 14.70064 -7.99970
H 16.40737 14.24189 -1.78822
H 13.01604 13.66141 -6.64540
N 15.35945 12.79251 -7.22018
H 17.05295 13.24300 -4.33291
H 13.54359 22.19098 -4.61263
C 14.58040 21.71468 -2.09494
O 15.88809 22.20273 -2.28412
F 17.75543 15.97809 -3.28519
H 13.33943 11.71750 -8.74298
C 14.18645 20.79168 -3.23671
N 14.19333 21.41488 -4.56480
H 22.53489 11.19727 -6.04885
H 17.55149 18.90122 -6.65315
H 20.37068 19.71937 -6.72984
H 14.34468 11.43671 -1.63230
C 14.68688 13.31939 -0.90913
H 17.04198 19.35158 -12.12343
H 11.54240 13.25839 -3.62727
F 19.05053 17.41436 -4.26100
H 18.61785 20.09303 -12.41160
H 15.13860 21.77883 -4.67944
C 13.83058 11.05500 -8.01367
O 16.95067 10.14353 -4.63173
N 19.41098 20.10320 -9.84292
H 13.46999 17.19436 -7.84942
C 17.38746 11.28680 -4.66676
C 18.06398 19.43416 -11.74495
C 11.41395 13.46440 -2.56731
O 22.45911 19.18698 -5.59648
H 16.59452 13.97365 -0.09555
H 18.55140 18.45692 -11.73277
H 16.01884 12.24902 -7.77254
C 17.14892 19.15464 -9.42747
H 19.23893 15.70171 -8.57881
H 14.29693 18.33206 -6.77545
H 16.22074 18.87734 -9.93909
H 17.70729 18.27685 -9.08776
H 11.23467 18.34034 -7.11369
H 19.77299 19.15971 -9.73813
H 16.00793 18.24245 -7.26110
C 13.35032 17.79903 -6.93980
O 16.76958 19.94052 -8.28371
H 15.59018 11.54574 -0.58538
H 13.32851 20.27018 -8.21258
H 21.12600 16.36707 -6.10062
H 15.70046 23.53993 -0.71046
H 15.87821 13.08907 -6.40131
C 12.41606 19.67893 -8.33273
F 16.94862 17.33653 -4.78902
H 22.66606 16.77368 -5.30914
H 19.36800 20.54497 -8.93005
O 14.56040 16.72218 -10.00556
N 16.91580 12.33738 -3.90561
O 18.42095 16.23400 -6.98601
H 18.44495 12.67947 -5.74371
C 21.37264 11.92530 -7.55791
N 20.44024 12.91028 -7.74628
H 19.94611 12.95196 -8.61115
C 14.02960 16.04374 -5.49625
H 19.78381 18.08217 -6.89710
H 20.19856 13.56262 -7.01426
H 13.01040 8.96769 -9.32210
H 17.17341 23.65677 -1.79413
H 13.12464 20.59439 -3.03014
H 14.87038 18.94048 -4.15947
H 15.66949 24.25953 -2.37581
H 14.57671 16.46904 -4.64017
C 12.22250 18.80319 -7.10169
N 20.42542 18.74651 -6.49745
H 13.52666 15.19295 -5.03753
H 13.29128 14.85385 -1.50538
C 16.59941 19.15964 -7.12989
C 15.86413 14.28974 -0.84035
H 13.84019 8.31168 -7.88945
C 13.63283 13.85974 -1.84801
H 14.02281 14.06942 -2.85678
H 19.62505 14.51856 -9.82650
H 17.58612 21.01342 -10.36644
H 21.65902 12.66065 -5.66859
N 15.95549 15.41785 -8.70502
C 21.58364 18.36945 -5.89117
C 13.14600 12.68161 -6.17693
H 12.20463 19.09887 -5.12058
S 18.36485 15.40527 -5.79178
H 14.70940 10.58770 -8.46890
H 14.70605 15.79936 -6.31316
H 12.03402 8.32233 -7.99001
C 14.80003 15.68094 -9.39918
H 14.67987 18.89694 -2.36957
H 20.44343 15.47442 -11.88254
C 16.09871 23.48753 -1.72278
H 16.20120 12.11811 -3.21711
C 18.02676 20.01388 -10.33036
H 16.04403 19.73664 -3.15925
C 12.95193 8.85133 -8.23150
N 13.91046 14.63500 -9.28357
C 14.97863 19.49525 -3.22865
N 18.36203 11.69158 -5.55189
N 21.80023 17.02100 -5.74297
H 10.53158 12.98416 -2.14561
C 18.00947 16.60909 -4.43480
H 14.68575 11.19228 -6.07734

Computed properties:
Total charge: -1
E_HOMO (eV): -6.563
Frontier orbital gap (eV): 8.80

=====

(2)
Molecular formula: C26H75N15O10P4Sr
Method: DFT, the ωB97M-V functional and the def2-TZVPD basis

Atoms and positions in Å:
H 9.65159 0.20924 -2.39144
H 5.11478 3.34390 -2.98221
C -8.31168 0.29486 -2.01176
N -0.06732 2.23885 -4.61393
H 6.26225 4.45136 -3.53816
H -4.83188 7.75696 3.76201
H 4.29401 -7.98002 0.41406
H 5.69308 3.05359 -4.59832
H -5.63453 -0.94114 1.05448
H -4.88677 6.69208 5.19972
H 6.85756 -0.74191 -5.84189
Sr 0.52312 0.69445 0.04312
P 1.29157 -6.11496 -0.51878
C 3.79400 6.54637 0.71621
C -4.24376 7.28434 4.54868
N -3.24982 6.40431 3.90893
H -5.47987 2.86961 6.32150
C -6.14820 1.63690 -1.99883
H -5.84343 1.80352 -3.03199
O -0.17270 -1.42944 4.08270
N 7.82458 0.54497 -1.32158
H 0.76964 -6.28908 -4.11007
H 9.18234 2.05837 -3.46600
C -0.58501 5.16935 5.96642
N 3.41041 5.50088 1.00895
H -4.49369 -1.18185 -4.31544
C 3.73636 -5.56448 0.51935
O 5.30100 0.85504 -2.03365
H -4.03637 2.24221 5.54151
H 0.30715 -8.50814 -3.19864
C 7.40455 0.78978 0.04646
H -2.21768 5.55373 8.00299
H -3.90469 3.41336 6.89076
C 6.00375 3.39495 -3.61087
H 0.27736 -8.65719 -1.47274
C 6.45081 -0.04056 -5.11335
H -6.46549 -3.74474 -3.90248
O 1.15915 -4.64405 -0.41398
H -1.52721 -6.27768 0.71582
O 0.11769 1.04793 -4.34968
H 8.38684 3.12237 -4.65790
H -2.87360 7.98118 2.63847
O -0.13739 2.97814 -3.61603
H -6.10330 -3.86068 -2.27647
H 3.81768 -8.03230 -1.30202
O 1.65830 -0.56497 4.35653
H 6.92076 -0.05144 0.54286
H -2.26615 6.99226 6.82497
H -8.49953 1.13474 -2.68065
H -7.88181 -3.21192 -1.43979
H -5.61472 5.06088 3.31091
H -8.08154 -3.33110 0.24965
O 0.65961 -1.37552 6.11786
H 5.37946 7.98927 0.60984
C -1.10677 -7.21247 0.34502
P -5.79846 -1.07687 -1.64156
H 1.84926 -8.72347 -2.31457
H -5.66908 3.20959 3.52054
H -4.71475 -3.70031 -3.42745
N 2.87354 -6.56672 -0.12924
H 1.78043 -7.65768 2.18327
C -7.88493 -2.60201 -0.53642
H 3.58364 -5.62969 1.59663
C 4.31614 7.90420 0.38569
H 5.38347 -0.25967 -5.08375
H 7.40061 -2.15918 -4.25257
C 1.35338 -6.03445 -3.22550
H 6.55634 0.96150 -5.52911
H 1.32811 -4.97541 -2.96877
H 0.10448 -7.92251 2.54466
C 3.45832 -7.90144 -0.28131
H 6.67563 1.60008 0.03376
H -3.71832 5.97207 7.07098
H 3.84300 8.63317 1.04360
H 9.80295 -0.00419 -0.61366
C -4.47017 3.12915 6.00331
P 6.70626 0.97091 -2.53675
C -5.58334 -1.15858 -4.33018
N -4.46195 4.23113 4.99606
H 0.90303 -6.25882 2.52659
H -0.12917 4.97498 6.93726
H 4.78182 -5.84346 0.38785
C -6.07653 -1.93136 0.94408
H 4.27757 8.19587 -0.66385
C -5.72934 -3.38548 -3.18336
H -0.26806 6.07115 5.44259
C -2.71063 6.90409 2.67629
N -6.60630 -1.96691 -0.42910
H -0.21970 4.36117 5.33278
H -5.27301 -2.64036 1.14351
O -0.12145 2.68452 -5.76017
H -8.55850 -0.61741 -2.55485
C -5.53393 4.19454 3.96744
H 8.72992 3.73596 -3.09832
C 8.42054 2.82457 -3.60992
H -6.82227 -2.18583 1.69723
N 0.35614 -7.06960 0.60650
H -5.84018 -1.60266 -5.29191
H -6.87917 2.39952 -1.73012
N -6.79472 0.31451 -1.89996
H -3.61530 7.98287 5.10112
N 7.09180 -0.09131 -3.80252
H -6.45268 4.35484 4.53162
H -8.77822 -1.97768 -0.51790
H -1.62755 6.80126 2.74297
P -2.87312 4.87635 4.51649
N 7.10147 2.52309 -3.07340
H 2.38896 -6.26872 -3.47208
H -3.06589 6.50290 1.72711
C -2.62905 6.00148 7.09834
H -6.09228 -0.19602 -4.27966
H -1.25111 -7.43288 -0.71266
C 7.13528 -1.53495 -3.39932
H 6.16565 -1.91382 -3.07624
O -2.13794 3.92221 3.58712
C 0.86542 -8.25455 -2.29745
N -2.05980 5.19125 5.98204
C 0.78624 -7.23154 2.04881
N 0.66381 -1.13190 4.90360
H 7.78673 -1.66221 -2.53472
N -5.94059 -1.92378 -3.10111
H 8.20927 1.12760 0.69947
H 2.63672 -8.57148 -0.02812
H -5.36631 1.79238 -1.25548
C 9.30437 0.54311 -1.41365
H 3.58978 -4.58322 0.06795
H 9.74215 1.53463 -1.29813
H -8.84221 0.46087 -1.07416
O -4.37915 -0.72712 -1.35342
H -1.51088 -8.06854 0.88534
N 0.94933 -6.79782 -2.08137

Computed properties:
E_HOMO (eV): -7.074
Frontier orbital gap (eV): 3.60

=====

The records above yield energy relative to the best compared isomer or geometry (same formula, charge and spin) values of 0.000 10.798 eV, respectively.